No. 1
{"formula": "C5H9NO", "method": "ωB97M-V/def2-TZVPD", "symbols": ["H", "N", "C", "C", "O", "C", "C", "C", "H", "H", "H", "H", "H", "H", "H", "H"], "xyz": [[1.18821, -2.38001, 1.64431], [0.64877, -2.56775, 0.80686], [0.14609, -1.52730, 0.28345], [-0.79672, -1.81740, -0.85267], [0.42060, -0.27937, 0.75565], [-0.23278, 0.86479, 0.25634], [0.50913, 1.79736, -0.65682], [0.29064, 2.15640, 0.79135], [-1.82808, -1.90336, -0.49255], [-0.77394, -1.14464, -1.71586], [-0.46492, -2.83101, -1.07813], [-1.30675, 0.74903, 0.12943], [1.51566, 1.51356, -0.94910], [-0.05481, 2.33608, -1.41438], [1.15343, 2.09006, 1.44836], [-0.41452, 2.94356, 1.04376]], "forces_ev_per_angstrom": [[0.2253, 0.2967, 0.0497], [-0.0005, 0.2978, 0.2382], [0.0129, -0.4252, 0.1348], [-0.0308, 0.0364, -0.0178], [0.0229, -0.1549, 0.0560], [-0.2066, 0.0560, -0.0686], [0.0515, -0.0630, -0.2035], [-0.0305, 0.0364, 0.1604], [0.1347, 0.2252, 0.0190], [0.1643, -0.0974, 0.2213], [-0.3653, 0.1729, -0.6122], [0.1642, 0.0035, 0.0181], [-0.1613, -0.0038, 0.0687], [0.0810, -0.1594, 0.1269], [-0.1630, -0.0444, -0.1151], [0.1011, -0.1767, -0.0760]], "lowdin_charge": [0.055, 0.132, -0.482, -0.028, 0.005, -0.323, -0.085, -0.090, 0.088, 0.082, 0.077, 0.149, 0.109, 0.101, 0.110, 0.103], "smiles": "[H]/N=C(/C)OC1CC1", "homo_energy_ev": -9.562, "charge": 0}



No. 2
{"formula": "C18H45F4KN2O20P3S4", "method": "ωB97M-V/def2-TZVPD", "symbols": ["K", "N", "S", "O", "O", "F", "S", "O", "O", "F", "N", "S", "O", "O", "F", "S", "O", "O", "F", "C", "C", "O", "P", "O", "O", "C", "C", "O", "C", "C", "H", "H", "H", "H", "H", "H", "H", "H", "H", "H", "H", "H", "H", "H", "H", "C", "C", "O", "P", "O", "O", "C", "C", "O", "C", "C", "H", "H", "H", "H", "H", "H", "H", "H", "H", "H", "H", "H", "H", "H", "H", "C", "C", "O", "P", "O", "O", "C", "C", "O", "C", "C", "H", "H", "H", "H", "H", "H", "H", "H", "H", "H", "H", "H", "H", "H", "H"], "xyz": [[-1.61323, -0.91550, 18.64497], [-1.82142, 1.69308, 17.48378], [-2.53996, 2.99102, 18.06391], [-3.68648, 2.72932, 18.87680], [-2.50331, 4.15292, 17.23427], [-1.35752, 3.35174, 19.12142], [-2.68832, 1.42316, 16.07464], [-1.83806, 1.40778, 14.96058], [-4.00489, 1.91066, 15.97026], [-2.95817, -0.13748, 16.39524], [0.30714, -2.05662, 16.62251], [-0.12529, -3.66638, 16.98523], [0.73438, -4.76135, 16.69327], [-1.54375, -3.81691, 17.05118], [0.26085, -3.45727, 18.53479], [0.33540, -2.21128, 15.03915], [-0.85659, -2.72607, 14.42065], [1.59625, -2.60416, 14.49681], [0.20184, -0.66196, 14.66249], [-5.89331, -8.38769, 12.77304], [-4.65398, -7.74722, 13.37580], [-4.50495, -6.39519, 13.02232], [-3.99569, -6.01264, 11.58397], [-3.29080, -7.07011, 10.86714], [-5.33354, -5.49682, 10.89947], [-5.43229, -5.58263, 9.44751], [-5.96857, -4.28934, 8.88505], [-3.12771, -4.73133, 11.81972], [-3.28150, -3.83706, 12.97082], [-4.63847, -3.16036, 13.01942], [-5.97413, -9.45312, 12.99068], [-6.79654, -7.98732, 13.25842], [-6.04398, -8.13688, 11.72282], [-4.73071, -7.90976, 14.45540], [-3.76308, -8.32976, 13.12302], [-4.46199, -5.81595, 9.01692], [-6.15854, -6.37309, 9.27187], [-5.51730, -3.33500, 9.14696], [-5.85232, -4.31714, 7.78982], [-7.05556, -4.21661, 8.98281], [-3.04701, -4.41543, 13.86046], [-2.50764, -3.09177, 12.83996], [-5.44160, -3.89466, 13.03166], [-4.67213, -2.49529, 13.88062], [-4.73200, -2.53215, 12.13080], [-2.34778, -3.70069, 24.44685], [-2.12317, -2.24471, 24.10837], [-1.69935, -2.00469, 22.74130], [-0.26838, -2.43169, 22.20965], [-0.00374, -1.99723, 20.85008], [0.74954, -1.88386, 23.29837], [1.43934, -0.63140, 23.05294], [1.44932, 0.10288, 24.39404], [-0.17454, -3.95462, 22.52016], [-0.39275, -4.90184, 21.44438], [-0.29477, -6.27402, 22.03689], [-2.69474, -4.26761, 23.59109], [-1.43055, -4.11442, 24.87246], [-3.01640, -3.71486, 25.31118], [-3.04691, -1.66658, 24.14873], [-1.44311, -1.74108, 24.79800], [2.46069, -0.89644, 22.78943], [0.93145, -0.06419, 22.27944], [1.86984, -0.62298, 25.09151], [2.15950, 0.93175, 24.42415], [0.45669, 0.49259, 24.59969], [-1.34257, -4.67461, 20.95111], [0.37074, -4.72178, 20.68649], [-0.89628, -6.38322, 22.93751], [-0.53746, -7.09222, 21.35422], [0.75946, -6.49679, 22.24091], [2.03115, -7.18035, 19.21969], [3.30114, -6.50720, 18.73094], [4.12222, -6.15003, 19.85385], [4.12816, -4.65771, 20.37236], [3.59389, -3.69053, 19.42904], [5.62488, -4.49408, 20.82160], [6.42373, -3.31036, 20.53103], [7.71203, -3.76181, 19.87196], [3.29571, -4.67725, 21.72119], [3.83116, -5.12390, 22.98361], [4.34393, -6.54245, 22.96006], [2.33249, -7.97741, 19.90906], [1.38319, -6.50452, 19.76993], [1.47421, -7.63724, 18.40221], [3.86276, -7.21935, 18.12994], [3.04422, -5.63609, 18.12986], [5.80033, -2.60246, 19.98441], [6.61439, -2.86239, 21.50824], [7.58339, -4.48511, 19.07607], [8.26412, -2.88648, 19.52166], [8.33017, -4.16712, 20.67676], [4.59599, -4.41441, 23.29202], [2.96455, -5.12067, 23.64229], [3.55269, -7.29474, 23.00075], [5.00465, -6.80785, 22.13741], [4.92025, -6.73696, 23.87448]], "forces_ev_per_angstrom": [[0.3997, -0.1642, -0.1389], [-2.0658, 0.4659, -1.9352], [1.5630, 1.4962, 1.9437], [0.0860, -0.0201, -0.0482], [-0.4669, -0.3011, -0.3041], [-0.5846, -0.5038, -0.0645], [1.5101, -2.0004, 1.2984], [0.6568, 0.1922, -0.9258], [-0.9007, 0.9238, 0.2320], [0.1270, -0.3273, -0.0926], [-0.7401, -3.3621, -0.4771], [0.7009, 1.8371, 3.6256], [-0.1642, 0.0744, -1.2858], [-0.2160, -0.2764, -0.3715], [-0.3406, 0.1125, 0.0184], [0.1203, 2.7141, -2.7180], [0.3043, -0.6155, 0.5945], [-0.1123, -0.1499, 0.2619], [0.4320, -0.3900, 0.5230], [-1.1263, 0.6548, 0.3553], [-0.0529, -1.9839, 0.2458], [-0.2039, 0.1880, 0.8788], [0.4801, 0.5744, -0.0142], [-0.0109, -0.2864, -0.3744], [-0.0789, -0.1556, -0.6157], [-0.1235, 0.6628, 0.7638], [-0.7695, 0.1845, -1.4574], [-0.1188, 0.2027, 0.2187], [0.0466, 0.0515, -0.1674], [0.4260, -0.1009, -0.4355], [0.4595, -0.0904, -0.3721], [0.2352, 0.2102, 0.0248], [0.3793, -0.4369, -0.1299], [0.0288, 0.9344, 0.0703], [0.0200, 0.2982, -0.4415], [0.0023, -0.2337, 0.0795], [0.2098, -0.1857, -0.3272], [0.2714, -0.2998, 0.6361], [0.1424, -0.2268, 0.1239], [0.1152, 0.1047, 0.4956], [-0.0857, 0.0349, 0.0753], [0.1407, -0.0871, 0.0143], [-0.1384, 0.1506, 0.1774], [-0.0874, -0.1320, 0.1444], [-0.1975, -0.0637, -0.0113], [0.6866, 0.4549, 1.1059], [-0.4662, 0.7927, -0.5379], [-0.0095, 0.0002, 0.0044], [0.4677, 0.4010, 1.1755], [-0.5055, 0.4506, -0.8232], [-0.1348, 0.1252, -0.2220], [0.1001, 0.1180, 0.9661], [0.6593, -0.2144, -0.6752], [0.1523, -0.8328, -0.0879], [0.0358, 0.3029, -0.5722], [0.6462, -0.7668, -0.0726], [-0.2030, -0.1304, 0.1158], [0.0563, -0.2730, -0.5555], [-0.4707, -0.1911, -0.3579], [-0.1218, -0.2230, 0.0646], [0.2378, -0.2183, -0.0771], [-0.0538, 0.1108, -0.4294], [0.1750, -0.0456, -0.2278], [-0.6378, 0.1083, 0.4708], [-0.1136, 0.1140, -0.3882], [-0.0290, -0.2455, 0.5165], [-0.1334, -0.1898, 0.2412], [0.0411, -0.0757, 0.0535], [0.0353, 0.0428, 0.0348], [-0.4604, 0.3768, -0.2406], [-0.1109, 0.2738, 0.4696], [0.3927, -0.4521, 0.3877], [-0.8928, -0.2632, -0.3242], [0.2535, -0.0989, -0.0340], [-0.4739, -0.0689, -0.2041], [0.0110, 0.4880, -0.2160], [0.5828, 0.1431, 0.2214], [-0.6512, -0.3504, 0.2332], [0.2679, 0.7296, 0.8524], [0.0338, -0.1144, 0.3194], [-0.4596, -0.3604, -0.5337], [0.5143, -0.8894, 0.5886], [-0.1639, -0.0289, -0.0351], [-0.0329, 0.1967, -0.1035], [0.0051, 0.1713, -0.0828], [0.2283, 0.1136, 0.0194], [0.2552, 0.0996, 0.0338], [0.1734, -0.1653, -0.3761], [0.2104, 0.0655, -0.0761], [-0.1666, 0.0126, -0.0821], [-0.1225, -0.0426, -0.2445], [0.0562, -0.3982, -0.2820], [-0.0123, 0.0046, 0.1562], [0.1474, 0.4761, 0.2110], [-0.2046, 0.2380, -0.2986], [-0.0459, 0.3072, -0.1353], [-0.0216, 0.2470, -0.0391]], "lowdin_charge": [0.835, -0.351, 0.468, -0.291, -0.283, -0.226, 0.494, -0.240, -0.257, -0.265, -0.293, 0.512, -0.256, -0.298, -0.242, 0.450, -0.296, -0.273, -0.190, -0.078, -0.283, -0.159, 0.331, -0.219, -0.191, -0.244, -0.082, -0.158, -0.225, -0.062, 0.075, 0.077, 0.066, 0.119, 0.114, 0.109, 0.116, 0.078, 0.076, 0.073, 0.114, 0.097, 0.063, 0.082, 0.079, -0.074, -0.244, -0.174, 0.345, -0.242, -0.185, -0.233, -0.070, -0.180, -0.242, -0.066, 0.082, 0.077, 0.080, 0.117, 0.112, 0.120, 0.114, 0.077, 0.074, 0.075, 0.129, 0.095, 0.075, 0.083, 0.071, -0.059, -0.243, -0.180, 0.345, -0.194, -0.190, -0.231, -0.066, -0.181, -0.244, -0.085, 0.079, 0.048, 0.085, 0.118, 0.103, 0.111, 0.115, 0.081, 0.078, 0.074, 0.112, 0.116, 0.075, 0.067, 0.080], "homo_energy_ev": -7.109, "charge": -1}



No. 3
{"formula": "C5H6N2O", "method": "ωB97M-V/def2-TZVPD", "symbols": ["C", "C", "C", "N", "C", "C", "N", "O", "H", "H", "H", "H", "H", "H"], "xyz": [[-0.93319, 0.69151, 0.58063], [-0.23233, 1.33601, -0.56180], [-0.27016, -0.57909, 0.04254], [-1.06124, -1.68502, -0.29239], [1.92226, 0.47796, 0.35464], [1.09974, -0.72169, 0.14556], [1.41172, 1.54757, -0.11421], [-0.65268, 1.96096, -1.50347], [-1.24281, -1.76683, -1.28920], [-1.91889, -1.77081, 0.24505], [-0.65095, 1.03557, 1.57481], [-2.01029, 0.68906, 0.40373], [2.96564, 0.38604, 0.69348], [1.57315, -1.60125, -0.27937]], "forces_ev_per_angstrom": [[0.1442, -0.6459, -1.7994], [2.3186, 4.7047, 0.6884], [1.6608, -2.2905, 2.8873], [-0.4067, -0.3282, -0.6827], [-1.1114, 0.0359, -1.5190], [-1.6513, -0.1233, -0.8616], [-1.6560, 0.2974, -0.0190], [0.7017, -1.8175, 0.9732], [-0.0218, -0.1161, 0.2737], [0.1631, 0.2439, -0.3086], [0.2763, -0.0538, -0.2453], [0.1584, -0.0461, 0.1536], [-0.4436, 0.3872, 0.0053], [-0.1324, -0.2476, 0.4543]], "lowdin_charge": [-0.036, -0.373, -0.359, 0.077, -0.198, -0.016, 0.127, 0.113, 0.098, 0.090, 0.133, 0.124, 0.110, 0.109], "homo_energy_ev": -8.828, "charge": 0}



No. 4
{"formula": "C5H6O2", "method": "ωB97M-V/def2-TZVPD", "symbols": ["C", "C", "C", "C", "H", "H", "H", "H", "H", "H", "O", "C", "O"], "xyz": [[0.28252, 1.95084, -0.23887], [-0.37733, 0.97504, 0.32883], [-0.86830, -0.11958, 0.84414], [-1.54531, -1.19983, 0.04369], [1.29146, 1.75739, -0.59406], [-0.09579, 2.95686, -0.38557], [-0.69557, -0.31503, 1.90222], [-1.56436, -0.94437, -1.01948], [-2.57315, -1.36581, 0.38233], [-0.99965, -2.14483, 0.15807], [1.65891, -1.25827, 0.05915], [2.37895, -0.51540, -0.47300], [3.10761, 0.22300, -1.00745]], "forces_ev_per_angstrom": [[-0.0473, -0.1002, 0.0610], [0.0776, -0.0810, -0.0037], [0.0616, 0.1930, -0.0491], [-0.0749, -0.0139, -0.0715], [-0.1124, 0.1917, 0.0449], [-0.1429, -0.1531, 0.0607], [-0.1195, 0.1207, -0.0972], [-0.0298, -0.0231, 0.1643], [0.1166, 0.0116, -0.0365], [-0.0935, 0.1738, 0.0060], [0.7039, 0.3123, -0.4125], [0.1264, -0.1052, -0.0238], [-0.4658, -0.5266, 0.3574]], "lowdin_charge": [0.011, -0.129, -0.188, -0.104, 0.035, 0.055, 0.110, 0.079, 0.070, 0.069, 0.202, -0.402, 0.192], "smiles": "C=C=CC.O=C=O", "homo_energy_ev": -9.394, "charge": 0}



No. 5
{"formula": "C2H4NP", "method": "ωB97M-V/def2-TZVPD", "symbols": ["P", "N", "C", "C", "H", "H", "H", "H"], "xyz": [[-0.78112, -1.36697, -0.02479], [-0.05348, 0.20667, 0.17892], [1.35018, 0.75200, 0.26643], [-0.32995, 1.40178, -0.05077], [-1.10481, -1.50232, 1.30144], [0.54257, -1.97775, -0.27700], [1.64450, 0.54814, -0.88839], [-1.26789, 1.93845, -0.50584]], "forces_ev_per_angstrom": [[0.4642, 0.0454, -1.8654], [-0.9883, -0.3430, -0.1299], [-0.6133, 0.6192, -2.3291], [0.1008, 1.1643, -0.8470], [0.5178, -0.6504, 1.0234], [-1.1579, 0.1740, 0.9669], [-0.0235, 0.3808, 2.0049], [1.7003, -1.3902, 1.1762]], "lowdin_charge": [0.830, -0.618, -0.050, -0.084, -0.131, -0.062, -0.001, 0.116], "smiles": "PN1C=C1", "homo_energy_ev": -8.063, "charge": 0}



No. 6
{"formula": "C6H6", "method": "ωB97M-V/def2-TZVPD", "symbols": ["C", "C", "C", "C", "C", "C", "H", "H", "H", "H", "H", "H"], "xyz": [[2.06669, -0.04119, 0.00611], [0.75671, -0.00552, -0.01840], [-0.04792, 1.15129, 0.02823], [-1.38846, 0.71320, -0.04585], [-1.41860, -0.69651, -0.02656], [-0.17060, -1.12206, -0.01197], [2.59097, -0.99717, -0.14968], [2.64698, 0.89213, 0.24832], [0.18299, 2.22751, -0.16216], [-2.13776, 1.51806, 0.18487], [-2.28894, -1.43032, 0.20432], [0.21885, -2.20547, 0.08500]], "forces_ev_per_angstrom": [[2.1792, 0.1618, 0.3675], [-0.0161, -0.3122, -0.0750], [-3.8551, 1.8442, -1.0535], [1.7003, 4.4554, 1.4641], [-2.7687, -2.8567, 1.2105], [2.4313, -3.7981, -0.3038], [-0.0601, 0.6099, 0.3279], [-0.5025, -1.1469, -0.6552], [0.2522, -1.2025, 0.5989], [0.1640, -1.4311, -0.8593], [1.3890, 1.7459, -0.8205], [-0.9133, 1.9301, -0.2018]], "lowdin_charge": [0.111, -0.398, -0.075, -0.090, -0.135, -0.102, 0.080, 0.097, 0.119, 0.113, 0.139, 0.140], "smiles": "C=C1C=CC=C1", "homo_energy_ev": -8.338, "charge": 0}



What did we get for frontier orbital gap? Answer: 10.58; 8.87; 8.49; 10.03; 8.37; 8.18 eV, in the order shown.
What did we get for LUMO energy? Answer: 0.0375; 0.0648; -0.0124; 0.0235; 0.0114; -0.0056 hartree, in the order shown.
What did we get for energy above the lowest of the compared OMol25 structures with the same formula, charge and spin? Answer: 2.156; 2.203; 2.518; 0.964; 5.781; 2.469 eV, in the order shown.